(1)
61
Properties=species:S:1:pos:R:3:forces:R:3 method="wB97M-V/def2-TZVPD" total_charge=-1 total_energy_ha=-1710.3670
C -3.16042 0.07727 2.29469 -1.05 -0.25 0.30
C -1.87768 -0.98565 2.37091 -0.91 1.32 -0.10
C -0.57402 -0.17678 1.79627 0.79 0.22 2.16
C 0.54044 -0.17765 3.04419 0.12 0.15 0.72
Nb 0.47493 -1.13392 0.02017 0.70 1.29 1.49
C 0.42195 -3.24195 0.93743 0.70 -2.04 -0.21
C 1.83566 -3.96259 0.50719 3.91 3.39 -1.30
O 2.94189 -3.28055 0.12581 -6.50 -4.47 2.49
C 0.68973 0.97369 -0.89414 -0.20 1.20 -1.29
C 2.23084 1.54051 -0.89233 -0.22 -0.67 -0.22
C 2.45574 2.92554 -0.04458 1.68 -1.22 0.74
S 1.56878 4.42852 -0.73091 0.37 3.53 -4.79
O 0.66920 4.12417 -1.95943 2.38 0.42 4.80
O 2.57147 5.57086 -1.14367 -3.26 -4.18 2.41
O 0.63295 5.08366 0.56705 0.87 -2.19 -0.98
B -1.44361 -1.51911 -1.14152 -2.41 -0.90 -1.89
C -1.26324 -2.09257 -2.70782 -0.35 0.41 0.31
O -2.83262 -1.35414 -0.67674 0.72 -2.51 0.03
H -3.90039 -0.16987 1.41559 1.58 0.43 1.61
H -2.82985 1.19374 2.16718 -0.37 -2.25 0.22
H -3.81651 0.04679 3.29116 1.39 -0.06 -2.00
H -2.09687 -1.97762 1.77223 0.31 2.07 1.14
H -1.78662 -1.28868 3.50129 0.22 0.59 -2.10
H -0.75401 0.95247 1.54705 -0.20 -2.10 0.74
H 0.11862 0.37496 4.00515 0.69 -1.26 -2.02
H 1.53936 0.36193 2.76120 -1.85 -1.06 0.40
H 0.82204 -1.27700 3.37828 -0.51 2.14 -0.85
H 2.07067 -0.89229 0.87892 0.59 0.09 0.30
H 1.42433 -1.78209 -1.38655 0.22 0.22 -0.59
H 0.25294 -3.23672 2.11460 0.49 -0.17 -2.44
H -0.45073 -3.87717 0.43484 1.78 0.92 1.24
H 1.90711 -5.13399 0.46907 -0.15 1.88 0.02
H 0.35890 0.92759 -2.03989 0.74 0.13 2.79
H -0.09357 1.71797 -0.38972 1.77 -1.35 -1.04
H 2.62231 1.63135 -2.01159 -0.77 0.17 2.55
H 2.89479 0.69278 -0.38770 -1.10 2.19 -0.81
H 3.61958 3.17864 -0.08094 -2.62 -0.04 -0.08
H 2.19249 2.84453 1.10617 0.17 0.07 -2.47
H 0.20109 4.33767 1.09684 0.65 1.02 -1.08
H -2.14193 -1.57988 -3.31474 1.72 -1.19 0.77
H -0.18915 -1.79199 -3.12234 -2.56 -0.85 0.75
H -1.41812 -3.27088 -2.73249 0.40 2.48 0.04
H -3.13434 -2.28264 -0.37505 0.52 2.20 -0.79
O 4.28747 2.85690 -3.25155 0.17 0.47 -0.12
H 3.59865 3.50161 -3.03053 0.10 -0.13 -0.03
H 5.02066 3.40011 -3.57735 -0.26 -0.20 0.13
O -0.69136 2.34740 4.46689 -0.06 0.66 0.46
H -1.17338 2.51003 5.29162 0.10 -0.08 -0.30
H 0.00525 3.02085 4.46619 -0.18 -0.27 -0.03
O -1.03708 0.82730 -3.40963 -0.69 0.39 -0.84
H -0.90609 1.60041 -3.97893 0.06 -0.14 0.28
H -1.99971 0.72292 -3.37441 0.29 -0.09 0.09
O -0.57702 -3.69299 -4.88079 0.12 -0.29 -1.04
H -1.22233 -3.78928 -5.59722 0.20 0.04 0.26
H 0.12952 -3.15803 -5.27248 -0.20 -0.11 0.27
O -1.28318 -5.81184 2.64487 0.21 -0.46 -0.11
H -1.30250 -6.15344 1.73828 0.03 0.24 0.28
H -0.41911 -6.09186 2.98218 -0.27 0.21 -0.13
O -1.83649 3.56296 0.04578 -0.20 0.40 -0.12
H -1.20344 4.10872 -0.44450 -0.18 -0.21 -0.21
H -2.68396 3.73930 -0.38952 0.30 -0.18 0.21



(2)
58
Properties=species:S:1:pos:R:3:forces:R:3 method="wB97M-V/def2-TZVPD" total_charge=0 relative_energy_kj_mol=268.11 total_energy_ha=-1115.0868
O -1.52214 -4.64448 1.43127 0.20 -1.15 0.44
H -2.35224 -5.15009 1.44158 -0.10 0.18 -0.45
H -1.22482 -4.63118 2.35490 0.26 0.28 -0.10
H -1.69708 -3.67708 1.08303 -1.18 2.34 -0.25
C -1.87999 -0.14266 1.71210 0.57 -0.72 0.06
C -2.94351 -1.19036 1.47916 -0.84 -1.36 0.10
O -2.49648 -2.30453 0.73931 0.86 -1.04 -0.38
H -0.96963 -0.66963 2.01318 -0.09 -0.07 0.11
H -2.10378 0.53291 2.53799 -0.25 0.34 -0.35
H -1.61562 0.32562 0.76174 -0.18 0.45 0.18
H -3.82496 -0.78218 0.95961 0.21 0.39 -0.03
H -3.38238 -1.57748 2.41421 0.27 0.41 0.31
C 3.22571 -1.78419 -2.73430 -0.05 -0.20 0.23
C 2.07522 -0.82104 -2.54018 -0.64 0.37 -0.92
C 2.16333 0.02700 -1.27102 0.91 -0.15 0.05
O 1.86709 -0.77366 -0.14270 -0.34 -0.16 -0.31
C 1.58804 -0.12851 1.08170 0.30 -0.04 -0.12
N 1.93217 0.06586 -3.71247 0.18 0.03 0.29
H 3.12018 -2.58071 -1.99531 0.45 0.06 0.11
H 4.18674 -1.26903 -2.66167 0.03 -0.10 0.25
H 3.21032 -2.28265 -3.70445 -0.29 0.16 -0.08
H 1.14703 -1.39908 -2.52036 0.03 -0.07 0.31
H 1.51412 0.90627 -1.35010 -0.32 -0.19 0.17
H 3.19177 0.40546 -1.17662 0.00 0.12 -0.03
H 0.98764 0.77356 0.94453 -0.01 0.01 -0.01
H 2.50155 0.11174 1.63480 0.05 0.15 -0.13
H 1.02500 -0.85374 1.66149 -0.08 0.20 0.16
H 2.78403 0.14733 -4.25150 0.09 0.04 0.13
H 1.65733 0.98958 -3.40419 -0.04 0.09 -0.31
C 1.96550 4.99998 -0.26759 -0.24 -0.26 0.89
C 0.72612 4.09652 -0.26470 0.68 1.03 -0.61
C 0.02710 4.11180 1.07673 0.21 -0.82 1.34
O 0.94512 3.57504 2.03289 1.23 0.06 -0.03
C 0.39358 2.83663 3.08160 -1.47 -0.19 -0.14
N -0.12042 4.54907 -1.38529 -0.66 -1.27 0.41
H 1.62724 5.99493 0.03376 0.28 0.19 -0.28
H 2.44832 4.99830 -1.24029 -0.18 0.16 -0.11
H 2.69182 4.66449 0.47436 -0.04 0.03 0.03
H 1.09453 3.08684 -0.45971 -0.40 -0.13 -0.13
H -0.84844 3.45822 1.18447 -0.26 0.20 -0.84
H -0.26663 5.12297 1.38744 0.01 0.08 -0.19
H -0.15151 3.48715 3.77514 0.13 -0.04 0.19
H 1.09134 2.20788 3.63098 0.60 0.48 -0.19
H -0.34544 2.12436 2.68459 -0.08 0.04 0.00
H -0.66670 5.37203 -1.14435 0.33 0.18 0.17
H -0.82733 3.81572 -1.44702 -0.11 0.19 -0.52
O -1.18890 -1.42525 -1.53258 -0.10 0.28 -0.19
H -1.78054 -1.62805 -0.77755 0.12 -0.22 0.29
H -0.34220 -1.23714 -1.11567 0.02 -0.15 0.09
O -5.33498 -3.35036 0.34878 -0.20 0.14 -0.02
H -4.62080 -2.71471 0.19353 0.24 -0.20 0.15
H -4.88178 -4.19021 0.44614 0.05 0.00 -0.13
O 1.08425 -3.31190 0.64594 0.04 -0.40 0.06
H 1.61901 -2.72821 0.08367 -0.28 0.06 0.16
H 0.95770 -2.80947 1.45392 0.10 0.11 -0.05
O -2.32317 -4.55972 -1.72686 -0.19 -0.04 0.35
H -2.45891 -3.68220 -1.34129 0.18 0.08 -0.11
H -2.67850 -4.48775 -2.61673 0.02 0.02 -0.02



(3)
65
Properties=species:S:1:pos:R:3:forces:R:3 method="wB97M-V/def2-TZVPD" total_charge=0 smiles="NC(N)=O.NC(N)=O.NC(N)=O.NC(N)=O.CCO.CO.CO.CO.CO" relative_energy_kj_mol=525.49 total_energy_ha=-1518.8842
N 1.74362 2.54132 0.65902 0.81 1.02 -0.31
C 2.24062 2.59332 1.89402 4.54 -6.11 2.04
N 2.03362 3.70232 2.61002 0.64 1.87 1.17
O 2.94062 1.49832 2.38402 -3.50 6.57 -2.13
H 1.80662 1.59132 0.22102 0.14 0.89 -0.22
H 1.76662 3.47932 0.25202 -0.30 -0.98 -0.81
H 2.62762 3.86232 3.40002 0.34 -0.53 0.35
H 1.52662 4.57132 2.41302 0.19 -0.93 -0.92
N -2.42338 -2.10968 -0.63598 3.75 1.16 1.93
C -3.18438 -1.71868 -1.58998 0.52 6.02 -7.01
N -4.36938 -2.26168 -1.62398 -4.14 -2.71 0.81
O -2.80838 -0.77068 -2.54498 -1.84 -3.59 4.46
H -1.50838 -1.61568 -0.61498 -0.93 -0.81 -0.04
H -2.36238 -3.05368 -0.40398 -0.22 -1.62 0.82
H -5.22938 -2.00068 -2.19198 2.37 -0.32 0.93
H -4.49838 -2.98168 -0.84498 -0.37 1.61 -1.70
N -0.17138 -0.63468 -1.31498 -3.58 0.16 -4.40
C 0.79362 -0.86768 -0.52998 6.46 -5.40 1.19
N 0.91962 -0.06068 0.50902 0.74 1.59 1.77
O 1.67762 -1.90068 -0.72398 -3.92 4.42 0.66
H -0.23838 -1.31468 -2.10698 -0.28 1.02 0.47
H -0.92538 0.09432 -1.27698 1.07 -0.81 0.21
H 1.48062 -0.31868 1.29802 0.63 -0.77 0.22
H 0.20562 0.59732 0.82202 -0.27 -0.99 -0.48
N -0.76638 1.94132 1.46402 0.42 -0.27 -3.89
C -1.18838 1.95332 2.70002 -7.66 -2.83 1.58
N -0.38138 2.59732 3.47702 1.68 1.90 4.62
O -2.38838 1.42932 3.09102 5.66 2.27 -1.62
H -1.41238 1.62632 0.70002 0.58 0.48 1.28
H 0.21562 2.28932 1.21902 -2.58 -0.37 0.28
H -0.56038 2.71832 4.47502 -0.45 -0.53 -0.70
H 0.44562 3.10832 3.20802 -0.54 -0.56 -0.28
C 1.85162 1.29932 -3.56798 -0.11 -1.05 1.87
C 2.44162 -0.13468 -3.76698 -1.67 0.60 0.56
O 1.70662 -0.79268 -4.79598 2.36 0.64 -0.92
H 2.27362 2.10132 -4.11198 1.47 0.77 -0.18
H 1.72962 1.47332 -2.47898 0.85 0.44 -0.34
H 0.84062 1.47532 -3.85098 -1.26 -1.09 -0.66
H 2.41462 -0.74168 -2.84598 -0.56 0.38 -0.02
H 3.49062 -0.12368 -3.93298 0.89 0.28 -1.03
H 0.97362 -1.13268 -4.34698 -2.02 -1.09 0.80
C 1.75962 -0.75968 4.47302 -1.15 2.37 0.79
O 2.30862 -0.82568 3.16502 -0.09 -1.32 1.08
H 1.15962 0.21032 4.49802 0.28 -1.00 0.19
H 2.45362 -0.60568 5.34302 0.05 -0.61 -1.01
H 1.02862 -1.54468 4.75102 0.78 0.07 -0.66
H 2.76462 0.01732 3.03002 -0.04 -0.01 -0.11
C -0.93738 -1.94568 2.69202 -1.29 0.17 -3.84
O -1.88638 -3.02768 2.73902 1.06 0.96 -1.81
H -1.14938 -1.06568 3.27002 -1.04 0.50 0.12
H -0.95438 -1.70968 1.51902 0.32 -0.02 2.83
H 0.04962 -2.16968 2.96402 1.44 -1.17 0.13
H -2.09938 -3.20368 3.61502 -0.61 -0.51 2.46
C 0.03462 -3.72468 -2.98998 3.22 1.35 -0.31
O -0.58738 -2.46968 -3.34798 1.66 -0.46 1.15
H 0.77862 -3.58568 -2.11098 -1.62 0.14 -1.28
H 0.66562 -4.08668 -3.83398 -0.37 0.24 0.39
H -0.68338 -4.44668 -2.81098 -1.52 -1.47 0.72
H -1.24038 -2.63468 -3.99898 -1.08 -0.02 -0.87
C -1.26138 2.45932 -1.56198 -0.08 1.97 -2.82
O -2.12638 1.53132 -0.98698 -0.85 -0.02 -0.66
H -1.43838 3.53332 -1.31198 -0.01 -0.84 0.47
H -1.29738 2.48232 -2.69298 -0.49 -0.32 0.93
H -0.22738 2.21532 -1.46398 0.81 -0.34 0.93
H -2.84438 1.34732 -1.64198 0.74 -0.38 0.84



Going through the records in order, we get F_max values of 8.27; 2.63; 9.25 eV Å⁻¹.
Going through the records in order, we get orbital gap values of 0.2138; 0.2937; 0.3162 hartree.